[1]
Formula: ClH3NO2P
Source: OMol25
Level of theory: wB97M-V/def2-TZVPD

The total energy is -27442.78428 eV. As for the HOMO energy: -8.70 eV. As for the net charge: 0. As for the LUMO energy: -1.2 eV. As for the SMILES: [NH3+][O-].O=PCl. As for the gap between HOMO and LUMO: 7.5090 eV.

Element x y z (Å)
N (0.5149, -0.1188, 0.2628)
O (0.9563, 2.1221, -1.9826)
O (1.2813, -1.1835, -0.0942)
P (2.3227, 1.6779, -2.1394)
Cl (3.1851, 2.5138, -0.4947)
H (1.1848, 0.6846, 0.5404)
H (0.0136, -0.5424, 1.1136)
H (0.0072, 0.2199, -0.6108)

These are the natural (NBO) partial charges, in e, on atoms 1 to 5: atom 1 (N): -0.418, atom 2 (O): -1.015, atom 3 (O): -0.753, atom 4 (P): 1.360, atom 5 (Cl): -0.359

***

[2]
Formula: ClH3NP
Source: OMol25
Level of theory: wB97M-V/def2-TZVPD

The total energy is -23349.94171 eV. As for the HOMO energy: -9.98 eV. As for the net charge: 0. As for the LUMO energy: -0.2 eV. As for the SMILES: NPCl. As for the gap between HOMO and LUMO: 9.7893 eV.

Element x y z (Å)
N (0.4383, -0.0699, -0.1597)
P (-0.3736, -0.9649, 1.0313)
Cl (-0.2758, 0.7771, 2.7107)
H (0.1364, 0.9723, -0.1461)
H (1.4081, -0.2302, -0.5762)
H (-1.7191, -0.3743, 0.7702)

These are the natural (NBO) partial charges, in e, on atoms 1 to 5: atom 1 (N): -1.190, atom 2 (P): 0.883, atom 3 (Cl): -0.497, atom 4 (H): 0.420, atom 5 (H): 0.426

***

[3]
Formula: ClH3NPS
Source: OMol25
Level of theory: wB97M-V/def2-TZVPD

The total energy is -34183.28169 eV. As for the HOMO energy: -9.19 eV. As for the net charge: 0. As for the LUMO energy: -0.5 eV. As for the SMILES: [H]/N=P/[H].SCl. As for the gap between HOMO and LUMO: 8.7223 eV.

Element x y z (Å)
N (-1.5783, -0.8854, 0.7793)
P (-2.8140, -0.5717, -0.1527)
S (2.2624, 0.8487, 0.3335)
Cl (3.9998, 0.5697, -0.5970)
H (-1.8441, -1.0829, 1.7671)
H (-1.9739, -0.4091, -1.3277)
H (1.9481, 1.5307, -0.8025)

These are the natural (NBO) partial charges, in e, on atoms 1 to 5: atom 1 (N): -1.038, atom 2 (P): 0.776, atom 3 (S): 0.039, atom 4 (Cl): -0.174, atom 5 (H): 0.360

***

[4]
Formula: ClH3O3P
Source: OMol25
Level of theory: wB97M-V/def2-TZVPD

The total energy is -27997.29751 eV. As for the HOMO energy: -17.58 eV. As for the net charge: +1. As for the LUMO energy: -4.5 eV. As for the gap between HOMO and LUMO: 13.0964 eV.

Element x y z (Å)
O (-0.3000, 1.2381, -1.0322)
O (-0.4727, -1.3238, -0.5709)
O (-0.7022, 0.1059, 1.2626)
P (0.0640, 0.0626, -0.0536)
Cl (2.1134, 0.0546, 0.0325)
H (0.4763, 1.0998, -1.6767)
H (-0.5202, -2.0974, 0.0404)
H (-0.6585, 0.8603, 1.9979)

These are the natural (NBO) partial charges, in e, on atoms 1 to 5: atom 1 (O): -0.887, atom 2 (O): -0.960, atom 3 (O): -0.982, atom 4 (P): 2.283, atom 5 (Cl): -0.151

***

[5]
Formula: ClH3O3SSi
Source: OMol25
Level of theory: wB97M-V/def2-TZVPD

The total energy is -37421.58490 eV. As for the HOMO energy (alpha / beta): -9.14 / -11.30 eV. As for the spin multiplicity: 3. As for the net charge: 0. As for the LUMO energy (alpha / beta): 0.4 / -5.2 eV. Its expectation value of S² is 2.019. As for the gap between HOMO and LUMO (alpha / beta): 9.5809 / 6.0718 eV.

Element x y z (Å)
O (-1.0841, -3.1949, 1.2684)
O (-3.1678, -2.0333, 1.7861)
O (-1.2996, -0.6407, -0.1561)
Si (0.0694, -0.2897, -0.8265)
S (-2.1493, -2.3475, 0.8428)
Cl (-3.1448, -3.1445, -0.9099)
H (0.9641, 0.6988, -0.1327)
H (0.8794, -1.4373, -1.1977)
H (-0.0484, 0.3215, -2.2898)

These are the natural (NBO) partial charges, in e, on atoms 1 to 5: atom 1 (O): -0.850, atom 2 (O): -0.843, atom 3 (O): -0.715, atom 4 (Si): 1.124, atom 5 (S): 1.924

***

[6]
Formula: ClH3S
Source: OMol25
Level of theory: wB97M-V/def2-TZVPD

The total energy is -23404.86280 eV. As for the HOMO energy: -8.65 eV. As for the net charge: 0. As for the LUMO energy: 0.8 eV. As for the gap between HOMO and LUMO: 9.4966 eV.

Element x y z (Å)
H (-1.0763, 1.2259, -0.2707)
H (-1.8914, -0.2284, 0.7429)
H (2.2306, -0.9767, -0.3781)
S (-0.8544, -0.0870, -0.0985)
Cl (1.5914, 0.0662, 0.0043)

Let us look at the natural (NBO) charges, expressed in e, one per atom: atom 1 (H): 0.148, atom 2 (H): 0.117, atom 3 (H): 0.266, atom 4 (S): -0.289, atom 5 (Cl): -0.242

***

[7]
Formula: ClH4N2OP
Source: OMol25
Level of theory: wB97M-V/def2-TZVPD

The total energy is -26900.73166 eV. As for the HOMO energy (alpha / beta): -7.72 / -7.72 eV. As for the net charge: 0. As for the LUMO energy (alpha / beta): -1.5 / -1.5 eV. As for the gap between HOMO and LUMO (alpha / beta): 6.2366 / 6.2361 eV.

Element x y z (Å)
N (0.2467, -0.4839, -0.7380)
N (0.6993, 1.2266, 1.1591)
O (-2.2479, 0.9717, -0.0614)
P (0.8546, 1.0190, -0.4954)
Cl (-2.6306, -0.6077, -0.4672)
H (-0.5701, -0.7147, -0.1317)
H (0.3174, -1.0409, -1.6104)
H (-0.2905, 1.0308, 1.3985)
H (1.0256, 2.2048, 1.5012)

These are the natural (NBO) partial charges, in e, on atoms 1 to 5: atom 1 (N): -1.141, atom 2 (N): -1.159, atom 3 (O): -0.915, atom 4 (P): 1.357, atom 5 (Cl): 0.101

***

[8]
Formula: ClH4N2P
Source: OMol25
Level of theory: wB97M-V/def2-TZVPD

The total energy is -24856.99350 eV. As for the HOMO energy: -8.75 eV. As for the net charge: 0. As for the LUMO energy: 1.0 eV. As for the SMILES: NP(N)Cl. As for the gap between HOMO and LUMO: 9.7645 eV.

Element x y z (Å)
N (1.2215, 0.3291, -0.6647)
N (-0.9258, -0.6099, 0.1650)
P (-0.4903, 0.1747, -1.2603)
Cl (-0.1573, -1.2452, -2.5687)
H (1.5589, 1.1858, -1.1469)
H (1.2125, 0.4673, 0.3974)
H (-0.6217, -0.0809, 0.9087)
H (-2.0003, -0.7032, 0.1848)

These are the natural (NBO) partial charges, in e, on atoms 1 to 5: atom 1 (N): -1.129, atom 2 (N): -1.155, atom 3 (P): 1.066, atom 4 (Cl): -0.286, atom 5 (H): 0.373

***

Look up the net charge of the third one.
0

***

What is the formula in the sixth record?
ClH3S

***

Among the records above, which one has the highest net charge?
ClH3O3P

***

Look up the net charge of the seventh one.
0